DFT (the ωB97M-V functional and the def2-TZVPD basis) results for a structure of composition C17H21ClInN4O5S in a non-equilibrium geometry.

Orbital gap, hartree: 0.2983
Molar mass, g/mol: 543.72
ΔE to the lowest compared entry with this formula, charge and spin, eV: 0.000
Electronic energy, eV: -62695.732
HOMO, eV: -10.653
LUMO, Ha: -0.0932

The geometry in ORCA input format:
```
! RIJCOSX wB97M-V def2-TZVPD def2/J DEFGRID3
* xyz 1 1
In -0.56924 -1.04869 0.09291
H 1.09766 7.09846 -5.28467
S -0.69132 2.46353 -2.60301
N 0.83515 0.92856 -0.04399
C 1.93153 -3.37216 2.23079
O -2.08686 -2.58048 0.75932
C -2.14804 2.78346 3.09840
H 3.38382 -3.47500 5.28423
H 1.43043 6.92594 -2.85528
H 3.36565 -6.49782 2.18318
C 3.02096 -3.83568 4.33159
Cl 4.33900 -6.12746 4.91556
H -2.88410 2.12467 2.64083
C 0.07322 3.82885 -3.27938
N 0.02166 3.92141 -4.68146
H 2.01963 -1.95729 3.90645
H -2.32012 3.83433 2.87843
H -2.57353 -2.90231 -2.23356
C 2.35815 -4.63216 1.79585
H -2.04093 2.61331 4.15195
C 3.08554 -5.50665 2.59428
H -2.27842 -0.04225 -1.63663
H 1.77539 0.59726 -0.07976
N 0.64342 1.61418 1.14925
C 0.93444 6.10031 -3.36121
H -0.33189 3.13025 -5.22917
C -1.75923 -1.01648 -1.63407
H 1.24637 2.41673 1.37263
H -3.82708 -4.42246 0.80305
O 0.97791 -2.69601 0.17741
C -2.79387 -2.12546 -1.52023
N -3.79111 -3.86294 -0.01407
H 0.57140 5.03013 -1.55273
C 1.11276 -2.45394 1.42900
C -0.62326 1.58244 1.66636
O 0.58777 -1.37636 1.94655
O -1.46303 0.75168 1.37116
H 2.03095 -4.97532 0.83196
H -4.34172 -4.14752 -0.77462
C 0.51956 5.01030 -2.64148
C 0.38503 5.03170 -5.38351
H 0.26829 4.96881 -6.44218
C -2.86496 -2.87444 -0.15119
C 3.40434 -5.09378 3.87804
H 0.68076 1.50830 -0.94070
C 0.83681 6.17119 -4.76915
H -3.79654 -1.93935 -1.85880
C 2.32080 -2.97005 3.53217
O -0.83031 2.56329 2.53705
H -1.24285 -1.06706 -2.58756
*
```

***

DFT (the ωB97M-V functional and the def2-TZVPD basis) results for a structure of composition H24KrO12 in a non-equilibrium geometry.

Orbital gap, hartree: 0.3825
Molar mass, g/mol: 299.98
ΔE to the lowest compared entry with this formula, charge and spin, eV: 0.480
Electronic energy, eV: -99890.327
HOMO, eV: -10.529
LUMO, Ha: -0.0044

The geometry in ORCA input format:
```
! RIJCOSX wB97M-V def2-TZVPD def2/J DEFGRID3
* xyz 0 1
H -4.92736 4.08188 13.72857
H -5.17047 -0.74641 13.10178
H -6.52042 4.04471 16.61178
H -7.36676 -2.11161 15.30848
H -4.75219 2.11469 15.37664
O -6.01686 2.00190 11.50350
H -5.79131 0.78446 17.12816
H -9.02022 4.23918 16.27167
O -4.27674 1.51321 15.94969
O -11.17358 2.80349 12.79583
O -8.43983 3.02154 11.48923
O -10.26377 -2.28049 13.93233
H -6.59666 3.72531 15.13392
Kr -8.37296 1.24533 14.68979
O -6.01167 -0.91553 12.67751
O -7.07445 4.16070 15.83987
H -7.83651 0.66583 18.75519
O -8.69819 0.72729 19.16746
H -8.64835 2.74315 10.59747
H -6.04076 1.07656 11.74720
H -3.70780 2.07865 16.47200
O -6.25785 0.35027 17.84233
O -7.58355 -2.21390 14.38178
H -6.59810 -1.15623 13.39471
H -10.32705 -2.20468 12.98023
O -9.78944 4.57337 16.73303
H -10.93679 -1.68702 14.26558
O -5.31853 3.22101 13.87728
H -8.41685 3.97735 11.44309
H -6.93718 2.25785 11.44249
H -9.31328 0.48516 18.47517
H -11.51070 3.69199 12.91054
H -6.33777 -0.56029 17.55820
H -5.59907 2.93166 13.00906
H -10.22227 2.90816 12.77841
H -9.45663 5.30042 17.25920
H -8.53961 -2.25639 14.36225
*
```

***

DFT (the ωB97M-V functional and the def2-TZVPD basis) results for a cluster of 2 separate species, C3H10NO in total in a non-equilibrium geometry.

Orbital gap, hartree: 0.1252
Molar mass, g/mol: 76.12
ΔE to the lowest compared entry with this formula, charge and spin, eV: 4.337
Electronic energy, eV: -6799.974
HOMO, eV: -11.739
LUMO, Ha: -0.3062

The geometry in ORCA input format:
```
! RIJCOSX wB97M-V def2-TZVPD def2/J DEFGRID3
* xyz 1 1
H -3.72570 -0.99852 -2.14262
H -0.50118 1.11859 0.73857
H 0.06587 1.86692 -0.74884
C 0.21842 1.03748 -0.07841
H 2.33730 1.62896 0.05796
O -0.09021 -0.26167 -0.75069
H 1.21343 0.38001 2.28123
H -3.24399 -1.92803 -0.77651
H 2.89049 0.12998 1.88987
H 0.76610 -0.70866 -0.83977
N -3.03631 -1.22619 -1.45787
H 1.79911 -1.11189 1.33989
C 1.85524 -0.03379 1.49414
C 1.58836 0.91297 0.38357
H -2.13693 -0.80616 -1.39052
*
```

***

DFT (the ωB97M-V functional and the def2-TZVPD basis) results for a structure of composition C23H58AsF6OPtSSi6.

Orbital gap, hartree: 0.2499
Molar mass, g/mol: 935.29
Electronic energy, eV: -165338.808
HOMO, eV: -4.656
LUMO, Ha: 0.0788

The geometry in ORCA input format:
```
! RIJCOSX wB97M-V def2-TZVPD def2/J DEFGRID3
* xyz -1 1
C -3.20078 -0.74255 -3.36657
H -1.34595 -4.53169 1.05980
H 1.59472 -3.44645 -1.05229
F 3.24955 -2.64189 4.31943
H 3.06652 3.85025 1.53021
Si 3.32651 -0.42542 -2.37776
C 1.70446 -3.76698 -2.08988
H 1.65509 4.56884 2.35538
H -4.86405 -2.71332 -0.48369
C -1.10990 -3.38993 -3.26060
H 1.34219 4.10881 -1.10639
H 3.57988 -2.22603 -0.65219
C -1.13992 -3.85228 0.22781
H -4.82180 0.49885 0.02837
C 0.71164 -3.39230 3.09451
H 3.72865 1.95998 -1.72314
H -1.06120 -4.48074 -3.19060
H 0.05937 4.78224 -0.05762
H -1.34778 1.82449 -2.13517
F 3.88483 -1.52644 2.57923
Pt 0.10877 -0.37010 -0.32179
C 4.06666 -1.27286 -0.86023
H -0.28571 3.39710 -1.13018
H -5.40337 -0.66012 -1.16930
C -3.01968 -2.26952 2.02503
H -2.13844 -0.13632 0.44123
H -3.81731 -0.10192 -4.00338
Si 0.58710 1.07120 -4.25677
H 1.79346 2.90623 -3.04929
F 0.81124 -1.28180 4.78359
F 3.43648 -3.62629 2.39884
H 1.66836 1.36551 -6.45422
Si 0.91642 -0.46854 -2.47316
C 0.46657 3.87531 -0.50467
H 3.99356 -0.69320 0.05827
F 1.94954 0.06572 3.54846
H -1.60980 -3.13601 -4.19587
C 1.55357 -2.18352 2.61654
C 4.11740 -1.39041 -3.82043
H 2.35106 3.02310 2.92734
H -1.17433 -4.43995 -0.69101
H -0.34467 -3.13073 3.02400
H -1.30220 0.20221 -5.67206
H 2.23765 -2.75278 -5.23194
H -1.05392 3.39147 2.16113
H -2.27407 -1.75125 2.62972
O 1.48769 -1.91466 1.31555
C -1.94418 -0.80757 -0.42997
H -4.09850 -4.27327 -0.18969
H 0.07445 3.29899 -3.22917
Si -2.44389 -2.49826 0.23392
H -3.79687 -3.42716 -1.70291
S 1.98620 0.89154 0.29218
H -1.35576 1.84565 1.31892
C 4.10074 1.30460 -2.51114
C -4.80336 0.23929 -1.03368
C -3.94582 -3.28274 -0.63079
H 5.12816 -1.45094 -1.06399
As 0.97145 2.63145 0.88694
H -3.22980 -3.23204 2.49997
C 3.03582 -2.48128 2.98250
H 0.56497 -2.44164 -5.71867
C 1.08640 -0.96864 3.49132
H 0.93468 -3.70231 4.11479
H -0.40638 1.85856 2.82020
H -1.71894 -3.02225 -2.43926
H 3.98222 -2.46452 -3.68940
F -0.06637 -0.46701 2.99261
C 1.85551 0.68917 -5.61375
H 5.18426 1.20700 -2.38619
C 0.93876 2.85498 -3.72504
H -5.29451 1.05043 -1.58036
H 1.16044 3.46743 -4.60442
H 5.19562 -1.19642 -3.79430
C 1.19972 -3.00725 -5.03123
H -2.96810 2.38283 -2.61257
H -2.50765 2.34459 -0.90399
H 3.91935 1.77824 -3.47734
H 1.75847 -0.33341 -5.98152
C -2.40391 1.82183 -1.86175
C 2.13655 3.63888 2.05541
Si 0.65096 -2.69973 -3.23839
H -2.23726 -0.88079 -3.85244
H 2.88411 0.83910 -5.29029
H 2.76423 -3.69036 -2.33886
C -1.03481 1.16292 -5.23021
H 0.90707 -4.21047 2.40482
H -0.88057 1.87222 -6.05006
H -3.68779 -1.71490 -3.29647
H 1.06318 -4.06864 -5.26202
H -3.94125 -1.67989 2.04676
H 3.75837 -1.11503 -4.80873
Si -3.02539 0.03964 -1.66910
C -0.64344 2.41147 1.91658
H -1.87957 1.51167 -4.63641
H -0.13741 -3.44842 0.36445
H 1.41890 -4.82002 -2.16450
*
```

***

DFT (the ωB97M-V functional and the def2-TZVPD basis) results for a cluster of 6 separate species, C19H26BrN3O15P in total in a non-equilibrium geometry.

Orbital gap, hartree: 0.2636
Molar mass, g/mol: 647.30
Electronic energy, eV: -134630.564
HOMO, eV: -12.176
LUMO, Ha: -0.1838

The geometry in ORCA input format:
```
! RIJCOSX wB97M-V def2-TZVPD def2/J DEFGRID3
* xyz 1 1
H 2.90001 1.14403 -1.94792
O -0.95744 -0.89781 7.58825
H -3.27313 5.37586 -2.15895
C -1.96134 -1.41010 6.70613
O 2.98432 1.44685 4.78912
H -2.91793 -1.43790 7.22864
C -0.03644 -0.97654 0.82922
H -2.90930 -0.23799 5.11710
N 0.21350 0.94576 -0.58706
C 3.53835 1.31831 -1.07589
C 2.40181 0.77869 5.92061
H -0.58190 0.73547 -2.41549
H 3.94440 0.32238 0.82229
C -0.87161 -0.97686 -1.35446
O -2.69547 -1.85278 -6.86377
O -1.77168 3.07341 -1.57106
H -2.94031 -4.12935 -8.49380
H -1.05220 -2.66978 -0.04699
H -2.42656 -0.82101 -3.43116
H -1.84536 4.72592 -0.30240
C -0.68637 -1.66054 -0.16434
H -0.41187 4.61331 -1.34406
H -1.28015 -4.51307 -7.99763
H 0.89167 0.90604 1.32238
H 4.04525 -0.55733 6.46202
C -2.13270 -3.86734 -7.81018
O 6.62879 0.22119 -1.95428
N -0.42430 0.25543 -1.53036
C 3.71210 0.07879 -0.21612
C 3.11343 -0.56190 5.89724
C -0.82210 0.43187 7.36581
C 0.38360 0.34078 0.55316
H 2.49260 -1.38572 6.23773
H 3.16284 2.17699 -0.52368
H -3.73579 -2.66065 -2.23570
H 2.85184 -0.59004 -0.24396
O 4.86590 1.56113 -1.52853
H 1.32735 0.68830 5.75189
O 3.42576 -0.70986 4.49972
O -2.17222 1.92177 -3.45981
H -1.19255 -0.62580 4.82406
H -0.85010 -2.44361 -3.53528
H -1.69940 -2.41518 6.38649
O -1.51170 0.79731 6.25303
Br 0.27601 -1.72287 2.48848
C -1.49010 4.46027 -1.29330
C -1.79452 -2.38952 -7.84448
P -1.81182 -1.84866 -2.69966
O -2.59982 -4.03538 -6.46297
C 3.45632 0.51612 3.94334
H -1.75261 6.06958 -2.75576
N -2.76883 -2.85674 -2.00540
C 5.55794 0.38972 -1.48371
O 4.83735 -0.55584 -0.82841
C -1.93995 -0.38952 5.58407
H -1.96734 -1.92430 -8.81007
H -0.77044 -2.18786 -7.52622
O 3.84908 0.73748 2.83747
O -0.17456 1.16841 8.02929
C -2.23564 5.16020 -2.41294
O -3.64626 -2.68588 -5.00122
O -2.21516 4.16346 -3.45051
C -2.06559 2.96791 -2.88381
C -3.03654 -2.84459 -6.01445
H 2.56889 1.34957 6.82825
*
```